Formula: C15H40N2O4PS2
Source: the Open Molecules 2025 dataset
Level of theory: wB97M-V/def2-TZVPD

Each line ends with the Löwdin charge.
CARTESIAN COORDINATES (ANGSTROEM)
C 1.617755 1.155489 -2.348113  -0.15
C 1.670107 -0.060531 -1.417351  -0.51
S 0.744940 0.159476 0.142298  0.84
C 1.934284 -0.194939 1.441190  -0.71
P 3.005653 1.196129 1.815757  0.64
S 3.937919 2.155654 0.268033  0.56
H 0.978272 1.942759 -1.948235  0.07
H 2.611565 1.570730 -2.514877  0.05
H 1.211138 0.866417 -3.317614  0.07
H 2.689029 -0.358563 -1.168202  0.07
H 1.199862 -0.918781 -1.893164  0.04
H 1.331801 -0.314695 2.351621  0.05
H 2.515594 -1.109689 1.306956  0.07
H 3.992005 0.815962 2.732508  0.02
H 2.232433 2.167903 2.448258  0.00
H 5.001629 1.333759 0.323549  -0.13
C -1.504355 0.613869 3.675094  -0.11
O -0.512637 1.577073 3.993784  -0.22
C -0.676326 2.820958 3.320584  -0.23
C -0.989427 3.944191 4.283230  -0.22
N -2.315411 3.771841 4.844582  -0.05
C -2.692402 4.755721 5.853854  -0.19
C -1.904213 4.759592 7.157142  -0.22
O -2.074235 3.581076 7.921255  -0.17
C -1.140267 2.550796 7.686393  -0.11
H -1.252664 -0.297080 4.215318  0.09
H -2.502457 0.940343 3.978221  0.09
H -1.524674 0.402106 2.599827  0.08
H -1.460470 2.746673 2.561992  0.13
H 0.268197 3.050653 2.809589  0.09
H -0.960051 4.888490 3.730574  0.13
H -0.190638 3.980610 5.039999  0.11
H -2.391444 2.843361 5.241896  0.08
H -3.743848 4.591831 6.096920  0.12
H -2.621925 5.752220 5.405622  0.12
H -2.280723 5.581992 7.769490  0.12
H -0.834997 4.943639 6.990715  0.11
H -0.154594 2.956818 7.433551  0.09
H -1.451916 1.874281 6.883088  0.07
H -1.052866 1.970648 8.604210  0.09
C 2.067255 -4.838220 -6.923297  -0.12
O 0.656735 -4.792429 -6.883251  -0.20
C 0.069288 -5.639776 -5.903881  -0.22
C -0.732613 -4.813932 -4.923939  -0.21
N 0.145713 -3.948991 -4.148454  -0.05
C -0.545419 -2.992609 -3.300951  -0.21
C -1.346506 -1.883475 -3.971455  -0.22
O -0.527018 -0.966730 -4.677725  -0.20
C -0.317718 -1.261762 -6.049661  -0.09
H 2.386299 -4.186555 -7.734539  0.09
H 2.516865 -4.490509 -5.985587  0.08
H 2.430392 -5.851184 -7.123685  0.09
H 0.844468 -6.205473 -5.378270  0.12
H -0.592907 -6.349127 -6.407114  0.12
H -1.266287 -5.483470 -4.243063  0.13
H -1.486741 -4.256463 -5.497667  0.11
H 0.752294 -3.452072 -4.790394  0.08
H 0.206581 -2.496451 -2.679907  0.09
H -1.205359 -3.544237 -2.623200  0.12
H -1.840980 -1.305791 -3.184801  0.12
H -2.132655 -2.275692 -4.625554  0.11
H -1.193020 -1.749101 -6.486986  0.09
H 0.549950 -1.907262 -6.210882  0.07
H -0.148257 -0.317470 -6.565278  0.09

Forces on the atoms, in the same order (eV/Å):
-0.01 -0.01 -0.07
0.01 -0.19 -0.07
-0.07 0.33 0.01
-0.12 -0.27 0.15
-0.01 0.06 0.13
0.03 0.01 -0.07
0.04 0.00 -0.01
-0.05 0.03 0.05
0.00 -0.02 0.05
-0.03 0.04 0.00
0.06 0.02 0.00
0.09 -0.04 0.01
-0.01 0.06 -0.12
-0.02 0.03 0.07
-0.05 0.00 -0.02
0.01 0.00 -0.03
-0.01 -0.02 0.02
0.10 -0.07 -0.11
0.08 0.10 -0.10
-0.06 -0.06 0.10
0.07 -0.10 0.03
-0.07 0.03 -0.05
0.02 0.05 0.01
-0.02 -0.04 -0.03
0.02 0.02 0.04
-0.01 0.01 0.01
0.00 0.01 -0.02
0.00 0.00 0.00
-0.01 0.00 0.01
-0.04 0.03 -0.04
0.00 0.01 0.02
0.03 0.01 -0.03
-0.03 0.03 0.03
0.01 0.01 0.00
0.00 -0.01 -0.01
0.01 -0.01 0.02
-0.01 -0.01 -0.03
0.01 -0.01 0.02
0.02 0.02 -0.03
-0.01 0.00 0.00
0.02 -0.06 -0.06
0.00 0.11 0.09
0.01 -0.08 -0.02
-0.02 0.04 -0.02
-0.02 0.07 -0.11
0.05 0.00 0.08
-0.03 0.03 0.05
0.05 0.00 0.02
-0.02 0.03 -0.02
0.00 0.00 0.01
-0.02 -0.01 0.01
0.00 0.00 -0.01
-0.02 0.02 0.04
0.03 -0.01 -0.03
0.01 0.01 0.01
-0.02 -0.03 0.01
0.01 -0.01 0.02
0.00 -0.11 0.06
-0.01 0.01 -0.01
-0.02 0.00 -0.02
0.05 -0.02 -0.03
0.00 0.01 -0.01
-0.02 -0.03 0.01
0.00 0.00 0.00

E_LUMO in eV: -3.430
Net charge: +1
F_max in eV/A: 0.3